[1]
{
  "formula": "C30H42N3O2Si3V",
  "method": "ωB97M-V with the def2-TZVPD basis set",
  "multiplicity": 3,
  "homo_lumo_gap_ev": [8.02, 8.24],
  "species": ["V", "O", "C", "C", "C", "C", "C", "C", "C", "N", "C", "C", "N", "C", "C", "C", "C", "C", "C", "C", "O", "H", "H", "H", "H", "H", "H", "H", "H", "H", "H", "H", "H", "H", "H", "C", "Si", "C", "C", "C", "Si", "C", "C", "C", "Si", "C", "C", "C", "C", "C", "C", "C", "N", "H", "H", "H", "H", "H", "H", "H", "H", "H", "H", "H", "H", "H", "H", "H", "H", "H", "H", "H", "H", "H", "H", "H", "H", "H", "H", "H", "H"],
  "positions_angstrom": [[0.04288, -0.07506, -1.12240], [0.90586, 1.50132, -1.22194], [1.49991, 2.42319, -1.99151], [1.09559, 3.75394, -1.94146], [1.79634, 4.71839, -2.64806], [2.91555, 4.38605, -3.40603], [3.29979, 3.05879, -3.47739], [2.57960, 2.07528, -2.80632], [2.90107, 0.65938, -2.98847], [2.01416, -0.23553, -2.87227], [2.44135, -1.62579, -2.95386], [2.15487, -2.23751, -1.59291], [0.71772, -2.05299, -1.34228], [-0.00193, -3.10823, -1.42535], [-1.43974, -3.14416, -1.42956], [-2.11732, -4.33861, -1.14674], [-3.48737, -4.39603, -1.19941], [-4.19500, -3.24402, -1.58566], [-3.54807, -2.07229, -1.90234], [-2.14295, -1.98722, -1.81502], [-1.51179, -0.88265, -2.11082], [0.24623, 4.01816, -1.32639], [1.47193, 5.75011, -2.59621], [3.47156, 5.15049, -3.93175], [4.15470, 2.76614, -4.07861], [3.92726, 0.39366, -3.26734], [3.49852, -1.73649, -3.21314], [1.83566, -2.14035, -3.70126], [2.72700, -1.70820, -0.83027], [2.43161, -3.29281, -1.56844], [0.51103, -4.06812, -1.52365], [-1.54305, -5.21599, -0.86514], [-4.01223, -5.31063, -0.95928], [-5.27738, -3.28006, -1.63395], [-4.09153, -1.18579, -2.20502], [0.02387, -3.37002, 1.80988], [0.69820, -1.66110, 2.20921], [0.20174, -1.56141, 4.03042], [2.55758, -1.92635, 2.22634], [0.16637, -0.16338, 1.21769], [1.31220, 1.25973, 1.63263], [3.00208, 1.08798, 0.81575], [1.75221, 1.47055, 3.45348], [0.57720, 2.95434, 1.25584], [-1.55812, 0.22564, 1.70542], [-1.86176, 1.23210, 3.25385], [-2.73575, -1.22896, 1.79339], [-2.29974, 1.29609, 0.32369], [-3.47407, 2.04793, 0.42635], [-3.92495, 2.77696, -0.65508], [-3.19565, 2.74907, -1.83780], [-2.05551, 1.98142, -1.88447], [-1.61920, 1.27509, -0.83214], [0.42632, -4.03123, 2.58544], [0.33871, -3.77818, 0.85400], [-1.06615, -3.42020, 1.86016], [0.53264, -2.47509, 4.53881], [-0.88466, -1.51082, 4.14610], [0.63246, -0.71275, 4.55839], [2.76143, -2.86268, 2.75738], [3.08108, -1.12698, 2.75256], [2.99897, -2.00740, 1.22915], [3.69325, 0.55456, 1.47187], [3.43003, 2.07725, 0.61696], [2.95699, 0.55463, -0.13634], [2.34978, 0.65605, 3.86847], [0.86194, 1.59609, 4.07557], [2.34392, 2.39033, 3.54015], [-0.30989, 2.91092, 0.62495], [1.31080, 3.58473, 0.74602], [0.31047, 3.45202, 2.19283], [-1.41367, 0.75250, 4.12856], [-2.93830, 1.31529, 3.43935], [-1.44947, 2.24097, 3.17360], [-2.63442, -1.77933, 2.73282], [-2.58755, -1.93315, 0.96829], [-3.76508, -0.85876, 1.73039], [-4.01697, 2.05834, 1.36387], [-4.83128, 3.36567, -0.58526], [-3.50827, 3.30645, -2.70984], [-1.46161, 1.91868, -2.78843]]
}

---

[2]
{
  "formula": "C8H32N16O8Y",
  "method": "ωB97M-V with the def2-TZVPD basis set",
  "homo_lumo_gap_ev": 10.21,
  "de_lowest_kcal_mol": 75.9,
  "total_charge": 3,
  "species": ["Y", "C", "O", "N", "N", "H", "H", "H", "H", "C", "O", "N", "N", "H", "H", "H", "H", "C", "O", "N", "N", "H", "H", "H", "H", "C", "O", "N", "N", "H", "H", "H", "H", "C", "O", "N", "N", "H", "H", "H", "H", "C", "O", "N", "N", "H", "H", "H", "H", "C", "O", "N", "N", "H", "H", "H", "H", "C", "O", "N", "N", "H", "H", "H", "H"],
  "positions_angstrom": [[-0.32509, 0.02277, -0.34750], [0.89977, -1.70587, -3.10012], [0.41842, -1.45931, -2.04024], [2.08498, -2.23473, -3.28744], [0.32197, -1.48238, -4.23713], [2.53297, -2.79616, -2.57737], [2.53074, -1.90243, -4.13063], [0.74358, -1.90732, -5.05061], [-0.63187, -1.15214, -4.27244], [-2.27260, -2.97001, -0.21615], [-1.52145, -2.04130, -0.39129], [-2.06702, -3.87341, 0.63189], [-3.38404, -3.05719, -0.82301], [-2.75651, -4.61144, 0.63474], [-1.23923, -3.99559, 1.19751], [-3.93759, -3.89972, -0.88500], [-3.53785, -2.19847, -1.33195], [-3.13990, -0.10271, 1.70796], [-2.13255, 0.28714, 1.19979], [-4.19585, -0.50275, 1.07819], [-3.11908, -0.33908, 3.02018], [-5.06631, -0.75845, 1.52205], [-4.23235, -0.41894, 0.07234], [-3.90698, -0.88964, 3.33034], [-2.26051, -0.19301, 3.53164], [-1.48379, 3.54754, -0.21039], [-1.09514, 2.41289, -0.35040], [-0.69510, 4.40565, 0.39788], [-2.59861, 3.99147, -0.78776], [0.15206, 4.11385, 0.86399], [-0.96899, 5.36856, 0.26415], [-2.85058, 4.95979, -0.65008], [-3.03851, 3.23622, -1.29389], [0.95215, 2.19489, -2.69081], [0.90160, 1.31609, -1.81591], [0.16490, 2.27216, -3.72219], [1.80964, 3.20773, -2.68673], [0.28071, 2.88950, -4.51312], [-0.56385, 1.58556, -3.58952], [2.45540, 3.40170, -1.93476], [1.62988, 3.87176, -3.42622], [1.17818, 2.04963, 2.24722], [0.57807, 1.33312, 1.42382], [2.39423, 1.77071, 2.71344], [0.67610, 3.14606, 2.72630], [2.87993, 2.38565, 3.35064], [2.83709, 0.92951, 2.37232], [-0.30153, 3.38100, 2.63054], [1.24092, 3.54646, 3.46165], [3.30816, -0.56235, -0.14398], [2.06468, -0.45397, -0.09606], [4.10846, 0.40355, -0.44776], [3.87457, -1.69605, 0.10395], [5.11588, 0.34632, -0.49153], [3.60981, 1.26590, -0.61454], [4.85408, -1.83306, -0.10072], [3.29188, -2.46989, 0.38985], [0.31569, -2.36079, 2.38000], [0.07062, -1.37707, 1.72288], [-0.07140, -2.48165, 3.60736], [0.99169, -3.39446, 1.96288], [-0.05441, -3.32845, 4.15759], [-0.40658, -1.61511, 4.00343], [1.29722, -4.15535, 2.55262], [1.28926, -3.42289, 0.99813]]
}

---

[3]
{
  "formula": "C2H3NOS",
  "method": "ωB97M-V with the def2-TZVPD basis set",
  "homo_lumo_gap_ev": 10.85,
  "de_lowest_kcal_mol": 44.9,
  "species": ["C", "C", "N", "O", "S", "H", "H", "H"],
  "positions_angstrom": [[1.67763, -0.11062, -0.06982], [-0.76715, -0.32319, 0.32468], [2.61593, 0.42376, 0.31905], [0.65122, -0.71965, -0.49024], [-1.34407, 1.33106, -0.08762], [-0.32625, -0.34074, 1.28442], [-1.29316, -1.24554, 0.02766], [-1.21415, 0.98492, -1.30813]]
}

---

[4]
{
  "formula": "C36H28F6N2O5PSr",
  "method": "ωB97M-V with the def2-TZVPD basis set",
  "homo_lumo_gap_ev": 6.58,
  "de_lowest_kcal_mol": 31.9,
  "total_charge": -1,
  "species": ["Sr", "O", "C", "C", "C", "C", "C", "C", "C", "O", "N", "N", "C", "C", "C", "C", "C", "C", "C", "O", "H", "H", "H", "H", "H", "H", "H", "H", "H", "H", "C", "C", "O", "C", "F", "F", "F", "C", "F", "F", "F", "H", "H", "H", "O", "P", "C", "C", "C", "C", "C", "C", "C", "C", "C", "C", "C", "C", "C", "C", "C", "C", "C", "C", "H", "H", "H", "H", "H", "H", "H", "H", "H", "H", "H", "H", "H", "H", "H"],
  "positions_angstrom": [[0.05291, -0.07662, 1.12685], [-4.24916, 2.89343, 1.93718], [-4.68993, 2.16535, 0.90327], [-6.06689, 2.10985, 0.66479], [-6.56937, 1.39053, -0.40531], [-5.70784, 0.70742, -1.26315], [-4.34594, 0.74678, -1.01151], [-3.81676, 1.45586, 0.06091], [-2.34299, 1.40269, 0.28790], [-1.63435, 0.55224, -0.34571], [-1.90053, 2.29138, 1.17472], [-0.53622, 2.17126, 1.42430], [0.00599, 3.04460, 2.17467], [1.44268, 3.06650, 2.48883], [1.94313, 4.20407, 3.13348], [3.28394, 4.36372, 3.42869], [4.16603, 3.33574, 3.07024], [3.70683, 2.19348, 2.44966], [2.33294, 1.99839, 2.13933], [1.93533, 0.91579, 1.55582], [-3.24637, 2.80695, 1.90894], [-6.72065, 2.64924, 1.34009], [-7.64149, 1.35746, -0.56928], [-6.09495, 0.15130, -2.10770], [-3.64443, 0.21829, -1.64503], [-0.61290, 3.85089, 2.57723], [1.23750, 4.98720, 3.39729], [3.64172, 5.26043, 3.91986], [5.22389, 3.43516, 3.29411], [4.38562, 1.38936, 2.17799], [-2.10656, -1.14577, 4.95037], [-1.03932, -1.43525, 3.88896], [-0.96280, -0.50578, 2.91100], [0.32861, -1.52657, 4.61141], [0.65009, -0.32701, 5.11676], [1.32405, -1.87799, 3.77416], [0.34514, -2.40392, 5.63897], [-1.37675, -2.81017, 3.25568], [-1.50702, -3.81237, 4.14860], [-2.54410, -2.72610, 2.59308], [-0.45163, -3.19993, 2.35316], [-1.86426, -0.18789, 5.40910], [-2.17227, -1.91734, 5.71729], [-3.06315, -1.04706, 4.43775], [0.80788, -1.68723, -0.26134], [1.18675, -1.34098, -1.67638], [-0.19723, -0.88680, -2.72807], [-0.09661, 0.06921, -3.73417], [-1.17295, 0.29013, -4.58767], [-2.33835, -0.44939, -4.44038], [-2.44049, -1.40406, -3.43428], [-1.37650, -1.61945, -2.57544], [1.86834, -2.79502, -2.50154], [1.99795, -2.88124, -3.88716], [2.50278, -4.03588, -4.46597], [2.87341, -5.11059, -3.66381], [2.73927, -5.03133, -2.28485], [2.23605, -3.87362, -1.70068], [2.38729, -0.01136, -1.80574], [3.67041, -0.21839, -2.30931], [4.57573, 0.83490, -2.35189], [4.20369, 2.08943, -1.88455], [2.92744, 2.30357, -1.38023], [2.01656, 1.26086, -1.34515], [0.81071, 0.65139, -3.84283], [-1.10139, 1.04504, -5.36216], [-3.17762, -0.27087, -5.10225], [-3.35900, -1.96569, -3.30732], [-1.45940, -2.34026, -1.76906], [1.69662, -2.04712, -4.51185], [2.59983, -4.10305, -5.54284], [3.26207, -6.01429, -4.11911], [3.02112, -5.87119, -1.66129], [2.11190, -3.79752, -0.62631], [3.96520, -1.20015, -2.65800], [5.57499, 0.67163, -2.73910], [4.91762, 2.90482, -1.90260], [2.64521, 3.27469, -0.99008], [1.02293, 1.44424, -0.94135]]
}

---

[5]
{
  "formula": "C3H2KNaO2",
  "method": "ωB97M-V with the def2-TZVPD basis set",
  "homo_lumo_gap_ev": [4.03, 4.03],
  "species": ["O", "C", "C", "H", "H", "Na", "K", "C", "O"],
  "positions_angstrom": [[1.78331, 2.08790, -0.00153], [1.30475, 1.45462, 1.00100], [0.36200, 0.42520, 1.01273], [1.50681, 1.91365, 1.99945], [0.13397, 0.21146, 2.07277], [1.69961, 0.72891, -1.72065], [-1.40856, -2.68937, 0.60013], [-1.11953, 0.35703, 0.03030], [-0.89807, 0.70264, -1.14290]]
}

---

[6]
{
  "formula": "C4H8NO3",
  "method": "ωB97M-V with the def2-TZVPD basis set",
  "homo_lumo_gap_ev": 6.16,
  "de_lowest_kcal_mol": 120.7,
  "total_charge": -1,
  "species": ["O", "C", "N", "C", "O", "C", "C", "O", "H", "H", "H", "H", "H", "H", "H", "H"],
  "positions_angstrom": [[1.49400, -1.03198, -0.81105], [0.75921, -0.42608, -0.07604], [0.44978, 0.92997, -0.01099], [1.21520, 1.87698, -1.07353], [0.47755, 2.85917, -1.47996], [-0.03999, -1.22852, 0.97509], [-1.51679, -0.87500, 1.01136], [-2.39346, -1.92977, 1.46008], [-0.07485, 0.33214, -0.83624], [2.15108, 2.13013, -0.52076], [1.49200, 1.16115, -1.87557], [0.49307, -0.94744, 1.89706], [0.11735, -2.28578, 0.96477], [-1.82666, -0.61067, -0.00929], [-1.77015, -0.04506, 1.67024], [-2.05914, -2.75217, 1.08666]]
}

---

[7]
{
  "formula": "H4N2O2S",
  "method": "ωB97M-V with the def2-TZVPD basis set",
  "homo_lumo_gap_ev": 10.36,
  "de_lowest_kcal_mol": 77.8,
  "species": ["N", "N", "O", "O", "S", "H", "H", "H", "H"],
  "positions_angstrom": [[0.38870, 1.65776, 0.15394], [0.95698, -0.46294, -1.31990], [-1.50162, -0.47758, -0.21027], [0.68500, -0.72751, 1.11463], [0.27092, 0.16901, -0.13254], [0.02622, 1.89797, 1.13900], [1.02219, 0.14036, -2.11162], [-2.18892, -0.53594, 0.53163], [0.34053, -1.66114, 0.83515]]
}

---

no.,total energy (eV)
1,-89682.38158
2,-50070.04377
3,-16493.25311
4,-77441.15958
5,-27976.48498
6,-11908.05808
7,-17971.77242